(1)
The following is a quantum chemistry calculation of C21H40AsN4NiO4SSi3 as an isolated structure, from the OMol25 dataset.

CARTESIAN COORDINATES (ANGSTROEM)
1 Ni 0.9534 1.1969 1.5879
2 C -4.3623 2.2520 2.7110
3 C -3.9802 2.7093 1.3105
4 N -2.7123 3.4226 1.2184
5 C -1.4653 2.8764 1.3565
6 S -1.2162 1.4294 2.2608
7 N -0.5199 3.5652 0.7474
8 N 0.7225 3.0691 1.0235
9 C 1.7398 3.8175 0.8074
10 C 1.6314 5.1533 0.1429
11 C 3.0254 3.3173 1.3455
12 C 4.2629 3.7418 0.8808
13 C 5.4089 3.1929 1.4341
14 C 5.2909 2.2471 2.4349
15 C 4.0150 1.8974 2.8555
16 N 2.9164 2.4305 2.3430
17 H -5.3706 1.8325 2.6823
18 H -3.6822 1.4939 3.0886
19 H -4.3557 3.0946 3.4048
20 H -4.0183 1.8658 0.6125
21 H -4.7300 3.4301 0.9786
22 H -2.6850 4.1450 0.5136
23 H 0.7863 5.1535 -0.5402
24 H 1.4575 5.9369 0.8852
25 H 2.5421 5.3993 -0.3997
26 H 4.3380 4.4541 0.0719
27 H 6.3837 3.4881 1.0672
28 H 6.1578 1.7758 2.8763
29 H 3.8644 1.1496 3.6263
30 O 2.9203 -2.0802 2.1560
31 C 2.3907 -1.0498 1.7827
32 O 1.3448 -0.5026 2.3153
33 C 2.9477 -0.2783 0.5352
34 O 3.9304 -0.6948 -0.0530
35 O 2.2593 0.7684 0.2199
36 C 1.9776 -3.9572 -0.5309
37 Si 1.0772 -2.8657 -1.7543
38 C 0.2203 -4.0114 -2.9862
39 C 2.2950 -1.8388 -2.7385
40 As -0.3153 -1.3845 -0.5557
41 Si -1.5252 -0.3570 -2.2696
42 C -2.2222 -1.4038 -3.6740
43 C -0.3543 0.9204 -2.9929
44 C -2.9472 0.5904 -1.4901
45 Si -1.7268 -2.8456 0.6041
46 C -0.7369 -3.3258 2.1169
47 C -2.2987 -4.4097 -0.2781
48 C -3.2667 -1.9321 1.1743
49 H 2.7628 -4.5040 -1.0631
50 H 1.3002 -4.6941 -0.0899
51 H 2.4487 -3.3904 0.2753
52 H 0.9511 -4.7534 -3.3253
53 H -0.1336 -3.4690 -3.8640
54 H -0.6262 -4.5461 -2.5542
55 H 3.0883 -2.4904 -3.1186
56 H 2.7631 -1.0633 -2.1298
57 H 1.8058 -1.3742 -3.5983
58 H -1.4422 -1.6944 -4.3796
59 H -2.9686 -0.8194 -4.2217
60 H -2.7031 -2.3138 -3.3096
61 H 0.4311 0.4579 -3.5924
62 H 0.1344 1.4735 -2.1869
63 H -0.8949 1.6304 -3.6265
64 H -3.7373 -0.0637 -1.1179
65 H -3.3863 1.2766 -2.2207
66 H -2.5657 1.1715 -0.6460
67 H 0.2080 -3.8039 1.8506
68 H -1.3043 -4.0104 2.7554
69 H -0.4782 -2.4323 2.6903
70 H -1.4675 -5.0943 -0.4587
71 H -2.7750 -4.1915 -1.2366
72 H -3.0275 -4.9271 0.3540
73 H -2.9945 -1.0255 1.7211
74 H -3.8423 -2.5821 1.8409
75 H -3.9150 -1.6467 0.3436

Largest force on an atom in eV Å⁻¹: 0.31
Total charge: -1
Orbital gap (spin up / spin down) in eV: 7.6 / 7.6
LUMO level (spin up / spin down) in hartree: 0.0950 / 0.0939
HOMO energy (spin up / spin down) in eV: -5.0 / -5.0
Energy in Ha: -6355.20187

(2)
The following is a quantum chemistry calculation of C21H40Cl3CuN4O4Si as an isolated structure in a non-equilibrium geometry, from the OMol25 dataset.

CARTESIAN COORDINATES (ANGSTROEM)
1 C 1.7539 3.5387 -2.0714
2 C 0.8775 2.3054 -2.3582
3 H 1.9810 4.0879 -3.0025
4 H 2.7123 3.2291 -1.6085
5 H 1.2315 4.1906 -1.3321
6 C 0.3945 1.9986 -3.6312
7 C 0.8989 2.5921 -4.9025
8 H -0.5295 1.4217 -3.6817
9 H 2.0046 2.6491 -4.9004
10 H 0.4848 3.5901 -5.1730
11 H 0.6323 1.9090 -5.7269
12 Cu -0.0189 1.1243 3.5589
13 Cl -2.1818 1.8577 3.5746
14 Cl 1.6130 -0.5319 2.3706
15 C -2.4675 -1.3602 1.2959
16 O -1.3811 -1.9481 1.2877
17 N -3.6336 -1.8409 0.8038
18 C -3.7177 -3.1482 0.1795
19 C -4.8567 -1.0733 0.9571
20 H -2.5847 -0.3443 1.7396
21 H -2.7614 -3.6648 0.2794
22 H -3.9725 -3.0585 -0.8830
23 H -4.5094 -3.7334 0.6583
24 H -4.6081 -0.1389 1.4709
25 H -5.5855 -1.6325 1.5535
26 H -5.3006 -0.8389 -0.0161
27 H 2.9783 -0.8407 -2.3616
28 H 1.0099 -0.7144 -3.7522
29 C 2.6945 -1.7696 -1.8580
30 C 0.9213 -1.7880 -3.5753
31 N 1.3327 -2.0816 -2.2106
32 H 2.7545 -1.6338 -0.7729
33 C 0.6990 -3.0618 -1.4790
34 O 1.1854 -3.6026 -0.4868
35 H -0.1266 -2.0616 -3.7118
36 H -0.2916 -3.3547 -1.9025
37 H 3.3751 -2.5872 -2.1593
38 H 1.5333 -2.3122 -4.3208
39 O 1.3226 1.1921 -1.3288
40 C 0.1053 1.7862 -1.0891
41 C -1.2505 -0.3226 -1.6726
42 C -1.1420 1.0404 -1.3175
43 H -0.3886 -0.9929 -1.6025
44 C -2.4619 -0.8154 -2.1754
45 H 0.0598 2.5392 -0.2864
46 C -2.3094 1.8291 -1.2690
47 H -2.5289 -1.8377 -2.5998
48 C -3.6036 0.0092 -2.1717
49 C -3.5336 1.3267 -1.6837
50 H -2.1848 2.8692 -0.9440
51 H -4.5434 -0.3613 -2.5950
52 H -4.4219 1.9731 -1.6421
53 Si 3.1622 0.9184 2.2807
54 Cl 0.7102 2.6337 2.2634
55 C 4.3152 -0.3215 1.4286
56 C 3.2874 1.0578 4.2332
57 C 4.2397 2.5112 1.9182
58 H 3.8135 -0.9651 0.6834
59 H 4.6730 -0.9773 2.2377
60 H 5.1738 0.1820 0.9472
61 H 4.9274 2.3642 1.0699
62 H 4.8771 2.6590 2.8096
63 H 3.6821 3.4425 1.7626
64 H 2.8966 0.1506 4.7192
65 H 2.6771 1.9049 4.5844
66 H 4.3205 1.2097 4.5904
67 N -2.3588 -1.0844 4.5393
68 C -1.0289 -1.2031 4.5648
69 N -0.5107 -2.4120 4.2662
70 O -0.2783 -0.2295 4.9165
71 H -2.9460 -1.8118 4.2266
72 H -2.7848 -0.1679 4.6735
73 H 0.4988 -2.4688 4.1841
74 H -1.0074 -3.0006 3.6269

<S²>: 0.764
Largest force on an atom in eV Å⁻¹: 3.32
Total charge: -1
ΔE to the lowest compared entry with this formula, charge and spin in kJ/mol: 352.8
2S+1: 2
Orbital gap (spin up / spin down) in eV: 5.6 / 5.1
LUMO level (spin up / spin down) in hartree: 0.0872 / 0.0706
HOMO energy (spin up / spin down) in eV: -3.2 / -3.2
Energy in Ha: -4654.82635

(3)
The following is a quantum chemistry calculation of a 3-piece molecular cluster, C21H41BFIO12P overall in a non-equilibrium geometry, from the OMol25 dataset.

CARTESIAN COORDINATES (ANGSTROEM)
1 C 0.4996 -0.2727 -0.3351
2 C 1.3721 -1.0813 -1.2787
3 C 0.5775 -1.8099 -2.5236
4 C 1.2963 -1.1432 -3.8366
5 I 1.1881 -2.3848 -5.6595
6 C 0.6769 0.3364 -4.2687
7 C 1.2552 1.5871 -3.3807
8 O -0.8748 -1.6310 -2.6740
9 B -1.5740 -2.8997 -2.9548
10 C -2.2509 -3.1717 -4.4285
11 C -2.8075 -2.8890 -1.8675
12 C -3.7957 -1.5655 -2.1106
13 C -3.3737 -0.2728 -1.1682
14 F -5.1745 -1.9728 -1.7105
15 O -0.4977 -3.9045 -2.8573
16 C 0.7296 -3.4120 -2.2130
17 C 0.3973 -3.7306 -0.6095
18 C -0.2633 -5.2096 -0.3568
19 O -1.6479 -5.1036 0.2108
20 P 2.3963 -4.3005 -2.4876
21 O 3.5390 -3.1651 -2.4388
22 O 2.8272 -5.4444 -1.2254
23 O 2.5437 -5.1512 -4.0000
24 H -0.3245 0.4026 -0.8674
25 H 0.6146 -0.3156 0.8301
26 H 2.5416 -1.1258 -1.1279
27 H 2.4520 -0.9369 -3.6188
28 H -0.4927 0.3645 -4.3122
29 H 1.0502 0.5118 -5.3883
30 H 1.3238 2.6030 -4.0015
31 H 2.2724 1.3181 -2.8532
32 H 0.4762 1.7604 -2.4943
33 H -3.3509 -3.5674 -4.2261
34 H -2.3206 -2.1441 -4.9839
35 H -1.6360 -3.9970 -4.9853
36 H -2.4689 -2.8159 -0.7398
37 H -3.4583 -3.8699 -2.0602
38 H -3.7983 -1.1898 -3.2188
39 H -2.8783 0.6089 -1.8034
40 H -2.5728 -0.5384 -0.3395
41 H -4.3741 0.1669 -0.7424
42 H -0.3713 -2.9429 -0.1491
43 H 1.3787 -3.6555 0.0581
44 H 0.3759 -5.7132 0.5165
45 H -0.1985 -5.9481 -1.2632
46 H -2.2912 -5.6454 -0.3383
47 H 3.3662 -6.1662 -1.7067
48 H 3.3797 -4.7502 -4.4301
49 C -0.0973 2.5089 5.9328
50 C -0.7576 1.2868 5.3185
51 O 0.1468 0.5958 4.4451
52 C 1.0988 -0.1488 5.0564
53 O 1.2453 -0.2825 6.2629
54 O 1.8851 -0.6997 4.0977
55 C 2.9981 -1.4255 4.6126
56 H 0.3124 3.1586 5.1522
57 H -0.8151 3.0776 6.5294
58 H 0.7390 2.2276 6.5805
59 H -1.6071 1.6055 4.7061
60 H -1.1486 0.6077 6.0851
61 H 2.6795 -2.1853 5.3345
62 H 3.7136 -0.7350 5.0693
63 H 3.4904 -1.9311 3.7771
64 C -0.9973 8.5660 2.6328
65 C -1.6576 7.3439 2.0185
66 O -0.7532 6.6529 1.1451
67 C 0.1988 5.9084 1.7564
68 O 0.3453 5.7746 2.9629
69 O 0.9851 5.3575 0.7977
70 C 2.0981 4.6316 1.3126
71 H -0.5876 9.2158 1.8522
72 H -1.7151 9.1347 3.2294
73 H -0.1610 8.2848 3.2805
74 H -2.5071 7.6627 1.4061
75 H -2.0486 6.6648 2.7851
76 H 1.7795 3.8718 2.0345
77 H 2.8136 5.3222 1.7693
78 H 2.5904 4.1260 0.4771

Largest force on an atom in eV Å⁻¹: 6.00
Total charge: -1
Orbital gap in eV: 6.9
LUMO level in hartree: 0.0792
HOMO energy in eV: -4.8
Energy in Ha: -2491.32450

> Which of these has the lowest largest force on an atom?

C21H40AsN4NiO4SSi3